Record 1
{"formula": "C41H46AsCsIN8S", "method": "the ωB97M-V functional and the def2-TZVPD basis", "total_charge": -1, "homo_lumo_gap_ev": 4.19, "de_lowest_kj_mol": 99.6, "species": ["Cs", "C", "N", "C", "C", "N", "C", "C", "C", "C", "C", "C", "C", "C", "C", "N", "C", "N", "C", "C", "N", "C", "C", "C", "N", "C", "C", "H", "H", "H", "H", "H", "H", "H", "H", "H", "H", "H", "H", "H", "H", "H", "H", "H", "H", "H", "H", "H", "H", "H", "H", "H", "H", "H", "H", "H", "H", "S", "C", "C", "C", "C", "C", "C", "As", "C", "C", "C", "C", "C", "C", "C", "C", "C", "C", "C", "C", "H", "H", "H", "H", "H", "H", "H", "H", "H", "H", "H", "H", "H", "I", "C", "C", "N", "N", "C", "H", "H", "H"], "xyz": [[0.212, 0.411, 2.531], [2.453, 0.825, -2.409], [3.787, 0.284, -2.218], [4.581, 0.235, -3.425], [4.105, -0.417, -1.094], [3.204, -0.808, -0.267], [3.407, -1.023, 1.068], [4.172, -0.123, 1.805], [4.375, -0.279, 3.178], [3.822, -1.336, 3.846], [3.000, -2.262, 3.162], [2.397, -3.323, 3.878], [1.565, -4.202, 3.244], [1.280, -4.051, 1.885], [1.842, -3.028, 1.131], [1.368, -2.811, -0.138], [1.314, -3.613, -1.125], [2.209, -4.656, -1.412], [3.482, -4.710, -0.727], [1.669, -5.962, -1.741], [0.323, -3.446, -2.072], [-0.780, -2.563, -1.715], [0.660, -3.452, -3.483], [2.756, -2.109, 1.762], [5.481, -0.719, -0.997], [6.414, 0.389, -0.929], [5.886, -1.872, -0.221], [2.518, 1.852, -2.772], [1.895, 0.837, -1.479], [1.904, 0.233, -3.149], [4.804, 1.247, -3.775], [4.020, -0.271, -4.220], [5.510, -0.303, -3.261], [4.593, 0.732, 1.292], [4.991, 0.437, 3.709], [3.996, -1.474, 4.906], [2.608, -3.426, 4.935], [1.108, -5.014, 3.798], [0.569, -4.712, 1.401], [3.834, -3.700, -0.532], [4.204, -5.216, -1.374], [3.433, -5.248, 0.226], [0.685, -5.862, -2.190], [1.577, -6.591, -0.844], [2.332, -6.473, -2.443], [-1.121, -2.798, -0.712], [-1.595, -2.722, -2.423], [-0.499, -1.507, -1.712], [1.581, -4.004, -3.647], [0.799, -2.431, -3.860], [-0.146, -3.916, -4.058], [6.003, 1.260, -1.435], [7.358, 0.113, -1.410], [6.636, 0.666, 0.111], [5.133, -2.651, -0.314], [6.029, -1.653, 0.843], [6.829, -2.248, -0.628], [-0.078, 2.034, 0.059], [-7.190, 3.725, -1.252], [-7.038, 3.390, 0.086], [-5.854, 2.806, 0.529], [-4.785, 2.530, -0.330], [-4.984, 2.876, -1.670], [-6.152, 3.463, -2.139], [-2.405, 2.088, -0.044], [-2.858, 2.240, 1.851], [-3.329, 1.270, 2.728], [-3.612, 1.586, 4.053], [-3.450, 2.889, 4.507], [-3.037, 3.879, 3.628], [-2.742, 3.569, 2.303], [-2.369, 4.546, 1.273], [-2.097, 5.894, 1.489], [-1.748, 6.713, 0.429], [-1.672, 6.191, -0.859], [-1.926, 4.848, -1.080], [-2.267, 4.019, -0.022], [-8.104, 4.194, -1.600], [-7.844, 3.595, 0.786], [-5.763, 2.561, 1.588], [-4.171, 2.677, -2.375], [-6.256, 3.733, -3.186], [-3.501, 0.256, 2.386], [-3.983, 0.822, 4.726], [-3.675, 3.138, 5.537], [-2.970, 4.904, 3.976], [-2.152, 6.316, 2.487], [-1.532, 7.761, 0.601], [-1.402, 6.838, -1.687], [-1.838, 4.435, -2.077], [-4.881, -5.005, 0.036], [-4.026, -3.108, 0.159], [-4.467, -1.956, -0.453], [-3.598, -0.997, -0.099], [-2.629, -1.448, 0.702], [-2.875, -2.738, 0.870], [-5.317, -1.769, -1.086], [-3.552, -0.008, -0.382], [-2.234, -3.352, 1.484]], "lowdin_charge": [0.64, -0.05, -0.14, -0.07, -0.35, 0.18, -0.25, -0.05, -0.09, -0.07, -0.20, -0.07, -0.09, -0.04, -0.23, 0.18, -0.36, -0.15, -0.06, -0.07, -0.16, -0.05, -0.07, -0.07, -0.17, -0.08, -0.06, 0.09, 0.00, 0.08, 0.09, 0.09, 0.08, 0.11, 0.10, 0.10, 0.10, 0.10, 0.11, 0.05, 0.09, 0.09, 0.08, 0.09, 0.08, 0.05, 0.09, 0.10, 0.08, 0.09, 0.08, 0.09, 0.09, 0.08, 0.06, 0.09, 0.09, -0.37, -0.15, -0.14, -0.15, -0.25, -0.19, -0.14, 0.84, -0.39, -0.16, -0.11, -0.11, -0.04, -0.20, -0.21, -0.04, -0.11, -0.10, -0.11, -0.40, 0.08, 0.08, 0.07, 0.06, 0.08, 0.08, 0.09, 0.09, 0.10, 0.10, 0.09, 0.09, 0.10, 0.78, -0.77, -0.15, 0.00, 0.03, -0.25, 0.12, 0.05, 0.10]}

=====

Record 2
{"formula": "C41H46I2N5O2PRuS2Si", "method": "the ωB97M-V functional and the def2-TZVPD basis", "total_charge": 1, "homo_lumo_gap_ev": [6.06, 6.34], "multiplicity": 2, "species": ["Ru", "C", "N", "C", "C", "N", "C", "C", "C", "C", "C", "C", "N", "C", "N", "C", "C", "C", "C", "C", "C", "N", "H", "H", "H", "H", "H", "H", "H", "H", "H", "H", "H", "H", "H", "H", "H", "I", "C", "I", "H", "H", "C", "C", "C", "C", "C", "C", "Si", "C", "C", "C", "C", "C", "C", "C", "C", "C", "C", "C", "C", "H", "H", "H", "H", "H", "H", "H", "H", "H", "H", "H", "H", "H", "H", "H", "C", "C", "C", "O", "P", "S", "S", "O", "C", "C", "C", "H", "H", "H", "H", "H", "H", "H", "H", "H", "H", "H", "H", "H", "H"], "xyz": [[0.870, -0.380, -0.704], [0.200, -2.569, -3.373], [1.314, -2.599, -2.420], [2.642, -2.553, -3.022], [3.125, -1.137, -3.049], [2.575, -0.178, -2.347], [3.321, 0.955, -2.581], [3.202, 2.243, -2.068], [4.132, 3.177, -2.474], [5.152, 2.852, -3.372], [5.289, 1.579, -3.889], [4.362, 0.633, -3.478], [4.198, -0.707, -3.757], [-0.903, -1.670, -2.910], [-0.750, -0.399, -2.603], [-2.018, 0.083, -2.346], [-2.467, 1.373, -2.072], [-3.812, 1.539, -1.815], [-4.708, 0.467, -1.861], [-4.298, -0.800, -2.225], [-2.945, -0.977, -2.466], [-2.199, -2.071, -2.838], [0.569, -2.171, -4.324], [-0.214, -3.569, -3.554], [1.226, -3.428, -1.837], [3.340, -3.140, -2.412], [2.654, -2.981, -4.035], [2.409, 2.485, -1.373], [4.076, 4.188, -2.101], [5.852, 3.617, -3.671], [6.083, 1.333, -4.575], [4.796, -1.276, -4.334], [-1.775, 2.200, -2.066], [-4.193, 2.521, -1.582], [-5.749, 0.641, -1.633], [-5.002, -1.609, -2.339], [-2.544, -3.007, -2.977], [3.277, 0.138, 0.979], [4.269, -1.669, 1.688], [5.081, -2.822, 0.100], [3.556, -2.283, 2.227], [5.082, -1.354, 2.335], [1.983, -3.695, 4.261], [1.676, -2.348, 4.154], [1.046, -1.869, 3.021], [0.689, -2.736, 1.989], [1.029, -4.080, 2.092], [1.666, -4.558, 3.224], [-0.464, -2.058, 0.597], [-1.452, -3.581, -0.069], [-0.828, -4.671, -0.670], [-1.526, -5.817, -1.007], [-2.882, -5.902, -0.737], [-3.528, -4.818, -0.165], [-2.826, -3.668, 0.149], [-1.846, -1.192, 1.630], [-2.595, -0.143, 1.116], [-3.688, 0.358, 1.802], [-4.052, -0.187, 3.020], [-3.300, -1.221, 3.554], [-2.205, -1.715, 2.870], [2.450, -4.075, 5.156], [1.913, -1.664, 4.955], [0.797, -0.816, 2.960], [0.752, -4.769, 1.311], [1.896, -5.609, 3.302], [0.239, -4.642, -0.853], [-1.008, -6.650, -1.457], [-3.429, -6.806, -0.952], [-4.584, -4.878, 0.056], [-3.350, -2.843, 0.606], [-2.324, 0.286, 0.164], [-4.256, 1.170, 1.368], [-4.913, 0.188, 3.553], [-3.562, -1.649, 4.509], [-1.632, -2.522, 3.307], [1.851, 6.218, 1.452], [2.007, 5.112, 0.423], [1.015, 5.267, -0.716], [1.907, 3.824, 1.070], [0.643, 2.986, 1.495], [1.100, 1.959, 3.134], [-0.019, 1.820, -0.058], [-0.490, 4.079, 1.701], [-1.874, 3.750, 1.931], [-2.674, 4.981, 1.527], [-2.083, 3.387, 3.391], [2.056, 7.179, 0.988], [2.543, 6.063, 2.274], [0.838, 6.217, 1.843], [3.036, 5.095, 0.040], [0.004, 5.335, -0.320], [1.071, 4.423, -1.401], [1.240, 6.174, -1.272], [-2.133, 2.898, 1.288], [-2.330, 5.841, 2.099], [-3.728, 4.821, 1.733], [-2.552, 5.188, 0.466], [-1.787, 4.221, 4.021], [-1.479, 2.522, 3.652], [-3.127, 3.150, 3.573]], "lowdin_spin": [0.90, 0.00, 0.00, 0.00, 0.00, 0.04, 0.00, 0.00, 0.00, 0.00, 0.00, 0.00, 0.00, 0.00, -0.01, 0.00, 0.00, 0.00, 0.00, 0.00, 0.00, 0.00, 0.00, 0.00, 0.00, 0.00, 0.00, 0.00, 0.00, 0.00, 0.00, 0.00, 0.00, 0.00, 0.00, 0.00, 0.00, -0.01, 0.00, 0.00, 0.00, 0.00, 0.00, 0.00, 0.00, -0.01, 0.00, 0.00, 0.01, -0.01, 0.00, 0.00, 0.00, 0.00, 0.00, 0.02, 0.00, 0.00, 0.00, 0.00, 0.00, 0.00, 0.00, 0.00, 0.00, 0.00, 0.00, 0.00, 0.00, 0.00, 0.00, 0.00, 0.00, 0.00, 0.00, 0.00, 0.00, 0.00, 0.00, 0.00, 0.01, 0.00, 0.04, 0.00, 0.00, 0.00, 0.00, 0.00, 0.00, 0.00, 0.00, 0.00, 0.00, 0.00, 0.00, 0.00, 0.00, 0.00, 0.00, 0.00, 0.00]}

=====

Number 1 is which compound? C41H46AsCsIN8S

=====

Which formula does entry 2 have? C41H46I2N5O2PRuS2Si

=====

Number 2 is which compound? C41H46I2N5O2PRuS2Si